# 1
A 5-piece molecular cluster, C2H13NO4 overall. Source: OMol25; level of theory: wB97M-V/def2-TZVPD.

ORCA input file:
```
! wB97M-V def2-TZVPD RIJCOSX def2/J DEFGRID3
* xyz 0 1
C -1.787 -2.011 0.554
C -0.480 -1.826 0.283
N 0.303 -2.762 -0.409
H -2.403 -2.548 -0.157
H -2.210 -1.498 1.404
H 0.057 -0.993 0.711
H -0.229 -3.597 -0.288
H 1.289 -2.594 -0.421
O -2.914 2.265 -0.131
H -2.900 1.431 -0.581
H -3.831 2.575 -0.195
O 1.955 3.891 -0.108
H 1.372 3.737 -0.863
H 1.443 3.833 0.700
O 2.984 -1.225 0.593
H 2.545 -0.392 0.798
H 3.729 -1.043 0.027
O 0.584 1.076 -0.333
H -0.322 0.747 -0.320
H 0.816 0.934 -1.263
*
```

For the total energy, the calculation gives -439.65706 Ha. Its HOMO-LUMO gap is 8.56 eV. Its SMILES is C=CN.O.O.O.O. Its energy above the lowest of the compared OMol25 structures with the same formula, charge and spin is 41.2 kcal per mole.


# 2
A 4-piece molecular cluster, C2H13NO4 overall. Source: OMol25; level of theory: wB97M-V/def2-TZVPD.

ORCA input file:
```
! wB97M-V def2-TZVPD RIJCOSX def2/J DEFGRID3
* xyz 0 1
C -2.483 4.214 0.280
N -1.183 3.633 0.354
C -1.072 2.228 0.355
O -1.132 1.418 -0.946
H -3.178 3.674 -0.550
H -2.801 4.336 1.346
H -2.443 5.232 -0.102
H -0.509 3.902 -0.417
H -1.804 1.795 1.113
H -0.080 1.991 0.739
H -1.933 1.727 -1.374
O 2.816 -6.705 -1.820
H 2.208 -6.724 -2.598
H 3.122 -5.865 -1.850
O -1.167 -1.579 -0.348
H -1.962 -1.219 0.152
H -0.480 -0.911 -0.193
O 4.392 -3.778 1.722
H 4.471 -3.083 2.424
H 5.216 -4.286 1.713
*
```

For the total energy, the calculation gives -439.64211 Ha. Its HOMO-LUMO gap is 10.37 eV. Its SMILES is CNCO.O.O.O. Its energy above the lowest of the compared OMol25 structures with the same formula, charge and spin is 50.6 kcal per mole.